# 1
The following is a quantum chemistry calculation of the molecule C5H7BN2 in a non-equilibrium geometry, from the Open Molecules 2025 dataset.

Values from the calculation:
HOMO level: -11.1874 eV
Orbital gap: 9.320 eV
Energy: -329.04316 a.u.
Structure (SMILES): CC(C)B(C#N)C#N

CARTESIAN COORDINATES (ANGSTROEM)
C 1.016 -1.278 -0.008
C 0.354 0.094 0.485
C 1.092 1.165 -0.313
B -1.268 -0.034 0.228
C -2.025 1.269 0.162
N -2.494 2.284 -0.031
C -1.896 -1.371 0.118
N -2.498 -2.344 -0.116
H 1.920 -1.371 0.602
H 1.283 -1.044 -1.095
H 0.235 -2.067 0.055
H 0.413 0.290 1.483
H 0.769 1.018 -1.315
H 0.878 2.245 -0.006
H 2.220 1.145 -0.248

# 2
The following is a quantum chemistry calculation of the molecule C5H6N2 in a non-equilibrium geometry, from the Open Molecules 2025 dataset.

Values from the calculation:
HOMO level: -8.9031 eV
Orbital gap: 9.865 eV
Energy: -303.56875 a.u.
Structure (SMILES): C=Cn1cccn1

CARTESIAN COORDINATES (ANGSTROEM)
C 2.398 0.169 -0.040
C 1.399 -0.730 -0.060
N 0.053 -0.328 -0.107
C -0.552 0.873 -0.081
C -1.873 0.715 -0.025
C -2.082 -0.672 -0.046
N -0.910 -1.293 -0.023
H 3.455 -0.128 0.369
H 2.131 1.251 -0.217
H 1.606 -1.779 -0.069
H 0.086 1.744 0.122
H -2.663 1.360 0.073
H -3.047 -1.181 0.102

# 3
The following is a quantum chemistry calculation of a cluster of 2 separate species, C4H11FO in total in a non-equilibrium geometry, from the Open Molecules 2025 dataset.

Values from the calculation:
HOMO level: -11.1406 eV
Orbital gap: 11.794 eV
Energy: -334.08809 a.u.
Structure (SMILES): CCCCF.O

CARTESIAN COORDINATES (ANGSTROEM)
C 0.000 0.000 0.000
C 0.590 0.334 1.398
C 0.817 1.750 1.800
C -0.366 2.682 1.760
F -1.326 2.340 2.641
H -1.053 0.297 -0.141
H 0.057 -1.102 0.006
H 0.590 0.378 -0.852
H 1.545 -0.223 1.352
H -0.043 -0.146 2.169
H 1.326 1.772 2.783
H 1.507 2.188 1.053
H -0.788 2.616 0.739
H -0.125 3.745 1.956
O 4.846 -1.060 -1.969
H 4.368 -0.202 -2.024
H 5.332 -1.129 -2.821

# 4
The following is a quantum chemistry calculation of a structure of composition C39H40AsCl2N2OPdSSe, from the Open Molecules 2025 dataset.

Values from the calculation:
HOMO level (spin up / spin down): -16.3063 / -16.3070 eV
Net charge: +3
Orbital gap (spin up / spin down): 5.108 / 5.108 eV
Energy: -7777.60044 a.u.

CARTESIAN COORDINATES (ANGSTROEM)
Pd -0.236 -1.363 -1.439
Cl -1.997 -2.895 -1.955
C -3.190 -1.845 -2.719
C -4.344 -2.423 -3.210
C -5.291 -1.595 -3.793
C -5.087 -0.222 -3.862
C -3.928 0.323 -3.343
Cl -3.627 2.021 -3.394
C -2.946 -0.486 -2.767
S -1.507 0.345 -2.174
H -4.499 -3.492 -3.144
H -6.197 -2.022 -4.198
H -5.823 0.426 -4.319
C -3.780 -1.300 3.047
C -3.792 0.211 3.253
C -4.542 0.972 2.163
C -3.851 0.957 0.802
N -2.597 1.730 0.832
C -1.335 1.259 0.850
Se -0.844 -0.530 0.803
N -0.470 2.289 0.952
C 0.995 2.220 1.093
C 1.427 2.344 2.549
C 0.943 1.202 3.434
C 1.546 1.263 4.832
C -1.193 3.455 1.002
C -0.784 4.791 1.104
C -1.783 5.729 1.112
C -3.152 5.371 1.017
C -3.560 4.066 0.921
C -2.546 3.100 0.920
H -3.332 -1.805 3.902
H -3.224 -1.603 2.156
H -4.797 -1.681 2.942
H -2.771 0.603 3.346
H -4.270 0.433 4.208
H -4.697 2.009 2.469
H -5.536 0.541 2.027
H -4.474 1.405 0.027
H -3.599 -0.056 0.491
H 1.399 3.024 0.478
H 1.317 1.274 0.661
H 1.095 3.304 2.954
H 2.520 2.374 2.554
H 1.204 0.246 2.961
H -0.151 1.231 3.516
H 2.634 1.200 4.790
H 1.182 0.449 5.457
H 1.290 2.200 5.328
H 0.258 5.069 1.174
H -1.528 6.777 1.190
H -3.893 6.159 1.022
H -4.605 3.803 0.848
O 1.313 -0.145 -1.427
As 2.618 -1.283 -1.227
C 3.056 -1.382 0.620
C 2.388 -2.178 1.549
C 2.753 -2.113 2.884
C 3.768 -1.253 3.289
C 4.421 -0.450 2.364
C 4.071 -0.513 1.023
C 1.683 -2.797 -2.018
C 1.341 -3.982 -1.346
C 0.773 -5.030 -2.059
C 0.561 -4.907 -3.426
C 0.898 -3.732 -4.099
C 1.455 -2.674 -3.405
C 4.074 -0.697 -2.276
C 3.926 0.402 -3.116
C 5.010 0.792 -3.887
C 6.205 0.086 -3.816
C 6.336 -1.013 -2.974
C 5.267 -1.414 -2.190
H 1.590 -2.848 1.260
H 2.254 -2.743 3.608
H 4.057 -1.218 4.331
H 5.218 0.209 2.680
H 4.605 0.092 0.300
H 1.563 -4.115 -0.297
H 0.526 -5.952 -1.550
H 0.144 -5.738 -3.980
H 0.747 -3.656 -5.167
H 1.749 -1.773 -3.932
H 2.989 0.943 -3.165
H 4.924 1.646 -4.545
H 7.045 0.395 -4.424
H 7.271 -1.554 -2.926
H 5.372 -2.264 -1.525

# 5
The following is a quantum chemistry calculation of a cluster of 2 separate species, C9H12N3S in total in a non-equilibrium geometry, from the Open Molecules 2025 dataset.

Values from the calculation:
HOMO level: -12.1868 eV
Net charge: +1
Orbital gap: 7.061 eV
Energy: -912.28053 a.u.

CARTESIAN COORDINATES (ANGSTROEM)
C -3.390 0.712 0.616
C 2.455 0.174 1.252
C -4.353 -0.294 0.846
C 1.139 -0.116 1.536
C 2.950 -0.453 0.087
C -2.512 0.075 -0.428
C 1.985 -1.063 -0.644
C 4.339 -0.225 -0.402
C -1.410 0.589 -1.039
N -4.047 -1.448 0.241
N -3.014 -1.237 -0.530
N -0.962 1.803 -0.915
S 0.498 -1.021 0.251
H -3.365 1.722 1.020
H 3.291 0.566 1.936
H -5.233 -0.358 1.535
H 0.462 0.095 2.236
H 4.402 0.091 -1.492
H 4.809 0.630 0.269
H 4.846 -1.187 -0.376
H -0.965 0.008 -1.771
H -2.627 -1.977 -1.158
H 2.108 -1.609 -1.559
H -1.322 2.451 -0.197
H -0.085 2.075 -1.313

# 6
The following is a quantum chemistry calculation of a cluster of 3 separate species, C2H10NO in total in a non-equilibrium geometry, from the Open Molecules 2025 dataset.

Values from the calculation:
HOMO level (spin up / spin down): -16.1282 / -16.1282 eV
Net charge: +2
Multiplicity: 2
Orbital gap (spin up / spin down): 1.571 / 0.287 eV
Energy: -211.13236 a.u.

CARTESIAN COORDINATES (ANGSTROEM)
C -1.406 3.554 -1.226
C -1.521 2.839 0.224
N -0.445 2.112 0.457
H -1.205 2.839 -2.014
H -0.547 4.221 -1.162
H -2.340 4.088 -1.434
H -2.394 2.113 0.083
H -1.761 3.550 1.017
H 6.693 -13.829 3.541
H 6.711 -14.045 2.835
H -0.071 2.158 1.434
H -0.357 -0.634 -1.618
H -0.506 0.801 -0.651
O -0.853 0.233 -1.487

# 7
The following is a quantum chemistry calculation of a cluster of 2 separate species, C2ClNO2 in total in a non-equilibrium geometry, from the Open Molecules 2025 dataset.

Values from the calculation:
HOMO level: -10.7911 eV
Orbital gap: 10.168 eV
Energy: -741.56821 a.u.

CARTESIAN COORDINATES (ANGSTROEM)
C -0.119 0.550 0.948
C -0.886 -0.618 -1.460
N 0.495 1.296 0.287
O -0.810 0.053 1.696
O -0.853 -1.730 -1.209
Cl 1.889 1.496 -0.748

# 8
The following is a quantum chemistry calculation of the ion C4H7N2O2 with charge +1 in a non-equilibrium geometry, from the Open Molecules 2025 dataset.

Values from the calculation:
HOMO level: -13.4639 eV
Net charge: +1
Orbital gap: 8.974 eV
Energy: -416.22715 a.u.

CARTESIAN COORDINATES (ANGSTROEM)
C -1.885 -0.523 1.252
C 0.715 0.058 -0.038
C -1.797 -0.182 -0.156
C 1.788 0.525 -1.011
N -0.515 0.299 -0.605
N 0.910 -0.264 1.226
O -2.560 -0.836 2.107
O 0.006 -0.716 2.038
H -1.942 -1.100 -0.683
H -2.434 0.671 -0.320
H 2.639 1.161 -0.502
H 1.464 0.992 -1.925
H 2.408 -0.328 -1.280
H -0.668 0.356 -1.583
H 1.871 -0.112 1.481

# 9
The following is a quantum chemistry calculation of a cluster of 2 separate species, C3H5NO2 in total, from the Open Molecules 2025 dataset.

Values from the calculation:
HOMO level: -10.7275 eV
Orbital gap: 11.689 eV
Energy: -322.40119 a.u.
Structure (SMILES): [H]/N=C1\O[C@]12CO2.[H][H]

CARTESIAN COORDINATES (ANGSTROEM)
H 2.894 -0.426 -0.754
N 2.184 -0.305 -0.032
C 1.040 -0.226 -0.523
O 0.373 -0.244 -1.719
C -0.371 -0.098 -0.484
C -1.591 0.598 -0.166
O -1.433 -0.853 -0.111
H -1.714 1.084 0.800
H -2.219 0.951 -0.981
H 0.943 0.028 2.140
H 0.261 0.067 2.436

# 10
The following is a quantum chemistry calculation of the molecule C3H7NO2S in a non-equilibrium geometry, from the Open Molecules 2025 dataset.

Values from the calculation:
HOMO level: -9.1797 eV
Orbital gap: 9.909 eV
Energy: -721.86208 a.u.

CARTESIAN COORDINATES (ANGSTROEM)
C 1.084 0.933 0.060
C -0.567 -0.744 0.943
C 0.544 -0.559 -0.090
N 0.033 -0.732 -1.424
O -0.103 1.760 0.355
O -2.548 0.796 0.305
S -1.366 0.989 1.128
H 1.742 1.161 0.990
H 1.611 1.355 -0.949
H -1.274 -1.354 0.540
H -0.257 -1.159 1.860
H 1.375 -1.396 0.073
H -0.946 -0.603 -1.665
H 0.673 -0.446 -2.126

# 11
The following is a quantum chemistry calculation of the molecule C3HBrIN3O2 in a non-equilibrium geometry, from the Open Molecules 2025 dataset.

Values from the calculation:
HOMO level: -9.8046 eV
Orbital gap: 8.505 eV
Energy: -3301.14137 a.u.
Structure (SMILES): O=[N+]([O-])/C(Br)=N/[C@]1(I)C=N1

CARTESIAN COORDINATES (ANGSTROEM)
O -1.628 -1.562 -2.263
N -1.777 -0.967 -1.281
O -2.836 -0.571 -0.943
C -0.555 -0.629 -0.498
Br 1.093 -1.495 -1.243
N -0.616 0.296 0.362
C 0.503 0.906 1.007
I -0.116 2.692 2.058
C 1.849 0.591 0.844
N 1.409 0.136 1.832
H 2.675 0.603 0.124

# 12
The following is a quantum chemistry calculation of a structure of composition C6H12O2 in a non-equilibrium geometry, from the Open Molecules 2025 dataset.

Values from the calculation:
HOMO level: -7.6416 eV
Orbital gap: 8.192 eV
Energy: -386.08792 a.u.

CARTESIAN COORDINATES (ANGSTROEM)
C -0.449 1.165 0.071
C 0.350 1.886 -0.972
C 0.737 0.096 1.259
O -0.082 -0.056 2.368
O 1.838 0.621 1.252
H 0.135 0.669 2.972
H -0.634 1.784 0.950
H -1.422 0.813 -0.267
H 1.401 1.964 -0.688
H -0.018 2.909 -1.093
H 0.303 1.384 -1.940
C -1.265 -1.727 0.047
C 0.025 -1.049 -0.280
C 0.823 -1.177 -1.337
H 0.759 -1.109 0.846
H -1.979 -1.549 -0.758
H -1.683 -1.348 0.978
H -1.115 -2.802 0.156
H 1.782 -0.683 -1.398
H 0.493 -1.792 -2.163

What is the energy in the third record?
-334.08809 a.u.